{
  "formula": "C37H25CdCl4GeN5O6S",
  "method": "wB97M-V/def2-TZVPD",
  "symbols": ["Cd", "O", "S", "O", "N", "C", "C", "C", "C", "C", "C", "C", "C", "N", "C", "C", "C", "C", "C", "C", "C", "H", "H", "H", "H", "H", "H", "H", "H", "H", "H", "H", "O", "C", "O", "C", "C", "Cl", "N", "N", "C", "C", "O", "O", "C", "C", "C", "C", "C", "C", "H", "H", "H", "H", "H", "H", "C", "C", "C", "C", "N", "C", "C", "C", "C", "C", "C", "C", "H", "H", "H", "H", "H", "H", "H", "H", "Cl", "Ge", "Cl", "Cl"],
  "xyz": [[-0.4823, -0.5291, 0.3714], [1.7977, -3.8125, -0.0752], [2.2796, -2.5327, 0.3630], [2.1132, -2.1341, 1.7382], [1.6445, -1.2944, -0.5057], [1.5561, -1.3961, -1.8963], [1.9758, -2.4437, -2.6896], [1.7904, -2.4350, -4.0868], [1.1758, -1.3999, -4.7248], [0.7286, -0.2984, -3.9593], [0.0647, 0.8096, -4.5268], [-0.3479, 1.8394, -3.7330], [-0.0726, 1.7774, -2.3559], [0.5478, 0.7671, -1.7990], [0.9352, -0.2836, -2.5651], [4.0348, -2.5524, 0.0581], [4.5932, -3.5395, -0.7420], [5.9612, -3.5377, -0.9714], [6.7613, -2.5577, -0.3991], [6.1989, -1.5950, 0.4268], [4.8344, -1.6006, 0.6671], [2.4054, -3.3227, -2.2423], [2.1331, -3.2925, -4.6530], [1.0160, -1.4073, -5.7960], [-0.1131, 0.8230, -5.5962], [-0.8667, 2.6978, -4.1373], [-0.3759, 2.5793, -1.6930], [3.9616, -4.3122, -1.1570], [6.4017, -4.3048, -1.5953], [7.8278, -2.5536, -0.5869], [6.8183, -0.8381, 0.8906], [4.3941, -0.8856, 1.3427], [-1.7272, -5.2479, 4.1280], [-1.4835, -4.2236, 4.9105], [-1.5600, -4.2872, 6.1176], [-1.1088, -2.9386, 4.2439], [-0.8010, -1.7656, 4.9091], [-0.7000, -1.4081, 6.5673], [-0.5346, -0.8176, 3.9850], [-0.6379, -1.3217, 2.7490], [-0.9854, -2.5853, 2.8759], [-1.1957, -3.3671, 1.5984], [-1.5482, -4.5571, 1.6982], [-1.0409, -2.7262, 0.5325], [-0.1873, 0.5564, 4.1391], [-1.0481, 1.4281, 4.7845], [-0.7068, 2.7681, 4.8757], [0.4763, 3.2268, 4.3113], [1.3265, 2.3447, 3.6586], [0.9990, 0.9990, 3.5751], [-1.6660, -5.0031, 3.1317], [-1.9773, 1.0569, 5.1965], [-1.3782, 3.4566, 5.3724], [0.7352, 4.2762, 4.3709], [2.2445, 2.6962, 3.2099], [1.6517, 0.2870, 3.0806], [-3.5232, -2.3719, -2.6885], [-4.6067, -1.5395, -2.4548], [-4.4284, -0.3762, -1.7295], [-3.1557, -0.0554, -1.2554], [-2.1237, -0.8731, -1.4793], [-2.2989, -2.0002, -2.1627], [-2.8798, 1.1780, -0.4638], [-3.7104, 2.2882, -0.6353], [-3.4930, 3.4495, 0.0882], [-2.4447, 3.4958, 0.9958], [-1.6125, 2.3935, 1.1493], [-1.7898, 1.2158, 0.4199], [-3.6257, -3.2985, -3.2358], [-5.5914, -1.8053, -2.8200], [-5.2707, 0.2624, -1.5049], [-1.4234, -2.6306, -2.2719], [-4.5203, 2.2607, -1.3555], [-4.1358, 4.3092, -0.0584], [-2.2653, 4.3947, 1.5757], [-0.7922, 2.4717, 1.8561], [4.1799, 1.6246, 1.5162], [2.5749, 1.2299, 0.0008], [1.6402, 3.2375, 0.0672], [3.7546, 1.2336, -1.8325]],
  "forces_ev_per_a": [[-0.012, -0.246, 0.184], [-0.069, -0.033, 0.036], [-0.006, 0.305, 0.064], [-0.019, 0.041, -0.030], [0.072, -0.103, 0.121], [-0.036, 0.035, -0.131], [-0.019, -0.018, 0.004], [0.009, -0.022, -0.005], [-0.016, 0.012, 0.001], [0.021, -0.026, 0.033], [-0.012, 0.002, -0.021], [-0.029, 0.007, 0.001], [-0.017, -0.032, 0.072], [0.191, 0.053, -0.149], [-0.035, 0.031, 0.100], [-0.033, -0.046, -0.104], [-0.017, 0.018, -0.034], [0.014, 0.025, 0.016], [-0.001, -0.029, -0.018], [-0.003, 0.019, 0.015], [0.029, -0.022, 0.010], [-0.003, -0.003, 0.026], [0.002, 0.002, 0.002], [0.000, 0.004, 0.002], [0.004, -0.004, 0.000], [-0.005, -0.006, 0.004], [0.024, 0.013, -0.002], [-0.005, 0.002, 0.005], [0.003, 0.001, 0.002], [-0.001, -0.001, 0.001], [-0.003, -0.004, -0.001], [-0.009, 0.023, 0.009], [-0.065, -0.054, -0.106], [0.005, 0.179, 0.006], [0.021, -0.063, 0.011], [-0.012, -0.051, 0.075], [-0.067, -0.010, -0.032], [0.003, 0.001, 0.028], [-0.006, 0.018, -0.029], [-0.020, 0.009, -0.073], [0.112, 0.043, -0.003], [-0.171, 0.057, -0.052], [0.023, -0.035, 0.084], [0.013, -0.074, -0.062], [0.091, 0.033, 0.003], [-0.053, -0.066, 0.027], [0.026, 0.029, -0.019], [-0.023, -0.013, 0.020], [-0.010, -0.023, 0.029], [0.058, 0.000, -0.033], [0.078, -0.011, 0.029], [0.007, 0.011, -0.004], [0.007, 0.005, 0.001], [-0.011, 0.003, 0.003], [0.010, 0.010, -0.009], [-0.001, -0.009, -0.003], [0.026, -0.018, -0.009], [-0.031, 0.011, 0.002], [-0.019, 0.002, -0.027], [0.057, -0.001, -0.039], [0.052, -0.085, -0.016], [-0.010, 0.005, -0.011], [-0.023, 0.069, -0.035], [-0.016, 0.015, 0.006], [-0.017, -0.013, -0.020], [0.013, 0.005, 0.017], [0.029, -0.030, 0.049], [0.000, 0.043, 0.106], [0.006, 0.003, 0.001], [0.002, 0.002, 0.002], [0.005, 0.003, 0.003], [-0.001, 0.002, 0.011], [0.002, -0.001, 0.001], [0.004, 0.002, -0.001], [0.001, -0.005, -0.004], [-0.030, -0.012, -0.047], [0.021, -0.001, 0.093], [-0.263, 0.031, -0.172], [0.061, -0.004, 0.028], [0.098, -0.009, -0.039]],
  "charge": -1,
  "multiplicity": 2,
  "gap_ev": [7.6, 6.0],
  "de_lowest_kcal_mol": 0.0,
  "e_homo_ev": [-5.561, -5.862],
  "molar_mass_g_mol": 994.537
}